[1]
Computed, not measured: a gas-phase ion, C22H30NO (charge +1), with ωB97M-V/def2-TZVPD.

Output
E_LUMO in eV: -2.0
Net charge: +1
Spin multiplicity: 1
E_HOMO in eV: -11.41
E in eV: -26833.3693
SMILES string: c1ccc(-c2ccccc2OCCCC[NH+]2CCCCCC2)cc1

Last column: Löwdin charge in e.
Cartesian coordinates (Å):
C -1.8750 -1.7238 3.4644  -0.077
C -2.5792 -0.7830 2.7305  -0.073
C -2.4889 -0.7664 1.3499  -0.033
C -1.6912 -1.6933 0.6829  -0.188
C -0.9997 -2.6455 1.4286  -0.044
C -1.0899 -2.6582 2.8089  -0.076
H -0.5536 -3.4050 3.3746  0.111
H -0.3863 -3.3751 0.9208  0.119
C -1.5829 -1.6894 -0.7878  -0.124
C -1.7228 -2.8730 -1.5057  -0.009
C -1.6246 -2.8886 -2.8846  -0.061
C -1.3651 -1.7160 -3.5718  -0.061
C -1.2056 -0.5279 -2.8794  -0.010
C -1.3265 -0.5117 -1.4991  -0.210
O -1.1021 0.6440 -0.7510  -0.133
C -1.6442 1.8784 -1.2148  -0.159
C -0.5362 2.9060 -1.4487  -0.143
H -0.9286 3.6939 -2.0919  0.128
H 0.2806 2.4270 -1.9935  0.110
C -0.0124 3.5697 -0.1689  -0.156
H 0.8640 4.1662 -0.4271  0.111
H -0.7659 4.2686 0.1979  0.128
C 0.2937 2.6254 0.9971  -0.116
N 1.0674 1.4138 0.6311  -0.103
C 2.4111 1.6969 0.0733  -0.096
C 2.7300 0.7747 -1.1003  -0.152
C 3.0806 -0.6540 -0.6947  -0.183
H 3.2034 -1.2427 -1.6043  0.120
H 4.0406 -0.6583 -0.1754  0.120
C 2.0346 -1.3256 0.1939  -0.177
H 1.0483 -1.2817 -0.2702  0.099
H 2.3008 -2.3795 0.2746  0.122
C 1.9979 -0.7362 1.6057  -0.149
C 1.0745 0.4693 1.7779  -0.103
H 1.3644 1.0202 2.6760  0.143
H 0.0473 0.1190 1.9026  0.115
H 3.0163 -0.4878 1.9077  0.116
H 1.6377 -1.4926 2.3034  0.112
H 1.8784 0.7565 -1.7853  0.110
H 3.5738 1.1971 -1.6475  0.127
H 2.4305 2.7308 -0.2712  0.125
H 3.1560 1.5941 0.8628  0.144
H 0.4832 0.9564 -0.1072  0.129
H -0.6461 2.2734 1.4266  0.136
H 0.8414 3.1708 1.7693  0.146
H -2.2113 1.7170 -2.1334  0.130
H -2.3395 2.2396 -0.4477  0.137
H -0.9849 0.3812 -3.4200  0.118
H -1.2792 -1.7199 -4.6469  0.112
H -1.7500 -3.8145 -3.4229  0.111
H -1.9371 -3.7835 -0.9676  0.124
H -3.0658 -0.0511 0.7826  0.119
H -3.2115 -0.0679 3.2353  0.108
H -1.9503 -1.7379 4.5406  0.108

[2]
Computed, not measured: 2 unconnected molecules or ions with the total composition C22H30NOSi in a non-equilibrium geometry, with ωB97M-V/def2-TZVPD.

Output
E_LUMO in eV: -8.1
Net charge: +1
Spin multiplicity: 1
E_HOMO in eV: -9.98
E in eV: -34704.5876

Last column: Löwdin charge in e.
Cartesian coordinates (Å):
C -2.7540 1.5509 2.8328  -0.074
C -2.0339 0.9759 1.6523  -0.161
C -1.5627 -0.4294 2.0199  -0.334
C -2.2976 -1.7528 1.8284  -0.287
C -1.5595 -2.7841 2.6874  -0.036
O -0.5220 -0.6268 2.5934  0.060
Si 3.2094 1.5882 1.9149  1.139
C 1.7526 2.3900 3.0212  -0.215
C 3.1914 -0.2360 2.7725  -0.203
C 2.1668 1.1686 0.2641  -0.215
H -3.2003 2.5140 2.5878  0.085
H -3.5501 0.8603 3.1340  0.090
H -2.0582 1.7029 3.6627  0.083
H -2.6633 0.9509 0.7737  0.100
H -1.1424 1.5456 1.3557  0.108
H -3.3372 -1.6460 2.1583  0.134
H -2.0563 -3.7554 2.7894  0.094
H -0.5693 -2.9440 2.2574  0.092
H -1.3886 -2.3439 3.6680  0.090
H 2.2058 3.3533 3.3092  0.003
H 0.7576 2.7176 2.6699  0.036
H 1.4034 2.0251 4.0050  0.051
H 4.2583 -0.5136 2.7770  0.001
H 2.9244 -0.3993 3.8324  0.045
H 2.7093 -1.1459 2.3632  0.054
H 2.8889 1.4446 -0.5241  0.004
H 1.8247 0.1740 -0.0835  0.045
H 1.2746 1.7211 -0.0779  0.037
C -2.5940 -3.5079 0.0773  -0.005
C -2.2053 -2.0748 0.4413  -0.327
N -2.9581 -1.1336 -0.3987  0.034
C -2.4985 -0.4107 -1.4970  -0.157
C -1.2005 -0.2334 -1.9692  -0.008
C -1.0340 0.5711 -3.1094  -0.077
C -2.1466 1.1462 -3.7540  -0.076
C -3.4506 0.9484 -3.2790  0.004
C -3.6166 0.1824 -2.1265  -0.108
C -4.7844 -0.2046 -1.3785  -0.104
C -4.3387 -1.0146 -0.3045  -0.150
C -5.2174 -1.5740 0.6154  -0.011
C -6.5787 -1.2993 0.4578  -0.059
C -7.0303 -0.5105 -0.6172  -0.069
C -6.1418 0.0392 -1.5495  -0.002
H -1.8262 -4.1846 0.4767  0.088
H -3.5409 -3.7778 0.5314  0.081
H -2.6407 -3.6646 -1.0131  0.104
H -1.1520 -1.9636 0.0945  0.157
H -0.3623 -0.7097 -1.4671  0.095
H -0.0341 0.7484 -3.5120  0.104
H -1.9930 1.7586 -4.6467  0.107
H -4.3403 1.3607 -3.7650  0.122
H -4.8608 -2.1968 1.4326  0.099
H -7.2951 -1.7052 1.1658  0.108
H -8.1024 -0.3216 -0.7271  0.109
H -6.4556 0.6474 -2.3953  0.117

[3]
Computed, not measured: 5 unconnected molecules or ions with the total composition C22H30O2 in a non-equilibrium geometry, with ωB97M-V/def2-TZVPD.

Output
E_LUMO in eV: 0.8
Net charge: 0
Spin multiplicity: 1
E_HOMO in eV: -9.14
E in eV: -27394.3638
SMILES string: c1ccccc1.c1ccccc1.c1ccccc1.CCO.CCO

Last column: Löwdin charge in e.
Cartesian coordinates (Å):
C 2.6354 -2.4111 -5.6871  -0.103
C 3.5983 -1.7952 -6.4632  -0.102
C 4.1415 -0.5754 -6.0520  -0.090
C 3.7546 -0.0537 -4.8151  -0.098
C 2.7667 -0.6636 -4.0567  -0.098
C 2.1911 -1.8403 -4.4958  -0.091
H 2.3390 -3.3864 -6.0580  0.101
H 3.9632 -2.2854 -7.3568  0.099
H 4.8735 -0.0320 -6.6327  0.097
H 4.2775 0.8514 -4.5318  0.099
H 2.5648 -0.3006 -3.0562  0.085
H 1.4232 -2.3712 -3.9488  0.101
C -0.6822 -0.6121 1.7016  -0.094
C 0.3993 -0.8549 2.5473  -0.087
C 1.6932 -0.9531 2.0493  -0.080
C 1.8836 -0.6656 0.6911  -0.099
C 0.8284 -0.3965 -0.1431  -0.090
C -0.4730 -0.3342 0.3723  -0.089
H -1.6731 -0.5697 2.1366  0.088
H 0.2282 -1.0747 3.5953  0.101
H 2.5224 -1.1637 2.7077  0.086
H 2.9142 -0.6888 0.3506  0.092
H 0.9947 -0.1519 -1.1848  0.087
H -1.2966 -0.1354 -0.3009  0.081
C -3.9203 1.0284 -1.5920  -0.106
C -3.5476 1.8532 -0.5453  -0.105
C -4.4498 2.7370 0.0362  -0.086
C -5.7517 2.7391 -0.4553  -0.103
C -6.1631 1.9040 -1.4769  -0.093
C -5.2266 1.0373 -2.0574  -0.093
H -3.1578 0.4147 -2.0566  0.095
H -2.5139 1.8924 -0.2187  0.091
H -4.1265 3.3954 0.8275  0.095
H -6.4531 3.4116 0.0296  0.100
H -7.1783 1.9337 -1.8450  0.097
H -5.5382 0.3861 -2.8634  0.097
C -3.2759 1.3180 4.1146  -0.089
C -4.5826 1.9839 4.4931  -0.312
O -5.0575 2.7827 3.3952  -0.099
H -2.4737 2.0559 4.1585  0.078
H -3.3091 0.8998 3.1115  0.060
H -3.0920 0.5522 4.8685  0.076
H -4.4416 2.6804 5.3280  0.110
H -5.3280 1.2166 4.7314  0.109
H -5.9252 3.1315 3.6105  0.076
C 5.1983 -2.2072 1.7383  -0.092
C 5.7474 -2.0379 3.1605  -0.304
O 5.3068 -0.8009 3.7279  -0.088
H 5.5483 -1.3534 1.1563  0.074
H 4.1235 -2.3506 1.6541  0.046
H 5.5785 -3.1183 1.2599  0.075
H 6.8400 -2.0279 3.1499  0.108
H 5.3861 -2.8720 3.7619  0.108
H 5.9156 -0.1219 3.4281  0.078

[4]
Computed, not measured: a molecular structure, C22H31AlCl2N2NaO6PS2 in a non-equilibrium geometry, with ωB97M-V/def2-TZVPD.

Output
E_LUMO in eV: -5.0
Net charge: 0
Spin multiplicity: 1
E_HOMO in eV: -6.75
E in eV: -105578.9546

Last column: Löwdin charge in e.
Cartesian coordinates (Å):
C -0.5139 2.1365 -2.4779  0.138
C -1.6940 1.9653 -1.6929  -0.385
C -3.1041 1.4706 -0.9412  -0.466
P -3.0784 -0.4291 -0.5695  0.966
C -2.3138 -1.4106 -2.0431  -0.371
C -2.7386 -0.7961 -3.5263  -0.237
C -1.4416 -0.4563 -4.4696  -0.224
C -1.3651 -1.3070 -5.8740  -0.253
N 0.0092 -1.9804 -5.8941  -0.067
C -1.8507 -0.7270 0.9136  -0.357
C -1.4135 -2.3086 1.0674  -0.283
C 0.1567 -2.6011 0.6750  -0.492
S 1.3947 -2.0987 2.0013  0.751
C 1.4869 -0.1988 2.1308  -0.940
S 1.0727 0.4434 3.6832  0.603
N 1.8791 0.7003 0.9689  -0.180
C 3.3380 0.5103 0.5777  -0.339
C 3.5755 1.3485 -0.8384  -0.200
O 2.4498 2.2252 -1.1993  -0.244
C 2.0019 3.0513 -0.0607  -0.143
C 1.6648 2.1613 1.3052  -0.207
H 0.4555 1.8955 -3.1320  0.132
H -4.0377 1.7346 -1.6188  0.087
H -3.1690 2.0375 0.0878  0.065
H -2.7545 -2.5155 -1.9444  0.096
H -1.1417 -1.5366 -1.9197  0.079
H -3.4170 -1.6228 -4.0416  0.115
H -3.3994 0.1722 -3.3956  0.089
H -1.4682 0.7043 -4.7118  0.096
H -0.4494 -0.6172 -3.8297  0.100
H -2.2590 -2.0467 -6.0260  0.118
H -1.3348 -0.5081 -6.7527  0.122
H 0.7468 -1.2461 -5.6707  0.073
H 0.0604 -2.7486 -5.1866  0.068
H -2.3702 -0.2989 1.8838  0.094
H -0.8857 -0.1094 0.6263  0.072
H -2.0939 -2.9271 0.3109  0.092
H -1.6568 -2.7426 2.1361  0.122
H 0.3657 -2.1457 -0.3830  0.072
H 0.2506 -3.7863 0.5743  0.103
H 4.1011 0.9735 1.3577  0.087
H 3.6092 -0.6271 0.3658  -0.004
H 4.5805 1.9697 -0.8420  -0.028
H 3.6391 0.5077 -1.6829  0.123
H 0.9746 3.5495 -0.4074  0.101
H 2.7433 3.9321 0.1513  0.142
H 0.5347 2.4093 1.5827  0.115
H 2.3902 2.5629 2.1350  0.127
Na 5.2106 1.5884 -2.5299  0.557
Cl 6.6695 3.1295 -0.2961  -0.501
Al -2.5044 3.9251 -1.3761  0.830
C -1.4100 -0.7682 6.0363  -0.001
C -0.7807 -0.5296 7.1911  0.028
C -1.5319 -0.2087 8.4207  -0.382
O -0.9567 0.0119 9.4776  0.104
C -3.0045 -0.1634 8.3253  0.022
C -3.6338 -0.4020 7.1705  0.017
C -2.8826 -0.7229 5.9409  -0.385
O -3.4578 -0.9434 4.8840  0.078
H -0.8741 -1.0043 5.1251  0.064
H 0.2988 -0.5597 7.2776  0.127
H -3.5404 0.0727 9.2365  0.122
H -4.7133 -0.3719 7.0840  0.120
C 4.7707 -0.1585 -6.8915  -0.975
O 4.7013 -0.4959 -8.0633  0.216
O 3.8404 -0.2104 -6.0788  0.215
O 5.7820 0.2870 -6.3370  0.241
Cl 4.4872 -1.1449 1.9999  -0.026

[5]
Computed, not measured: a molecular structure, C22H31BrN5O5P2S4Tl, with ωB97M-V/def2-TZVPD.

Output
E_LUMO in eV: 3.3
Net charge: -2
Spin multiplicity: 1
E_HOMO in eV: -0.45
E in eV: -177662.1099

Last column: Löwdin charge in e.
Cartesian coordinates (Å):
Tl 0.5221 0.7364 0.6732  0.534
C 4.3440 -0.9857 -1.8337  -0.308
P 3.3009 0.4161 -1.2226  0.766
C 4.3692 0.9413 0.1787  -0.309
C 3.7960 1.6939 -2.4630  -0.446
C 3.3853 3.1098 -2.0398  -0.446
P 1.6150 3.2377 -1.5011  0.819
C 0.8341 3.2283 -3.1757  -0.304
C 1.5422 5.0369 -1.1691  -0.341
H 5.3728 -0.6657 -2.0279  0.025
H 3.9054 -1.3916 -2.7476  0.024
H 4.3664 -1.7796 -1.0842  0.012
H 5.3951 1.1436 -0.1472  0.039
H 4.3893 0.1472 0.9311  0.022
H 3.9729 1.8409 0.6641  -0.039
H 3.3102 1.4186 -3.4051  0.065
H 4.8804 1.6381 -2.6159  0.066
H 3.5655 3.8105 -2.8643  0.069
H 3.9742 3.4423 -1.1800  0.053
H 1.2703 4.0007 -3.8187  0.028
H -0.2379 3.4076 -3.0723  0.028
H 0.9680 2.2512 -3.6408  0.015
H 1.9211 5.6190 -2.0175  0.028
H 2.1261 5.2405 -0.2706  -0.051
H 0.5088 5.3155 -0.9577  0.019
S 3.2703 4.2178 1.9071  -0.277
S 1.6201 3.4231 2.8293  -0.332
S -0.0763 4.3706 1.9675  -0.251
S -1.4527 2.8960 1.5270  -0.256
Br 5.0370 -3.7493 2.5058  0.697
C 3.4490 -2.8553 3.0356  -0.674
C 3.0819 -2.8156 4.3668  -0.128
C 1.9150 -2.1474 4.6969  -0.058
C 1.1753 -1.5557 3.6822  -0.124
N 1.5411 -1.6009 2.4074  0.034
C 2.6595 -2.2345 2.0808  -0.187
H 3.6953 -3.2880 5.1221  0.097
H 1.5901 -2.0783 5.7263  0.102
H 0.2589 -1.0140 3.8896  0.119
H 2.9322 -2.2353 1.0310  0.098
C -3.8095 -0.0149 -3.2675  -0.061
N -2.3741 0.1018 -3.1814  -0.104
C -1.4604 -0.8511 -3.7624  -0.061
C -0.1516 -0.4817 -3.0513  -0.489
O 0.9333 -0.9234 -3.3841  0.006
N -0.4381 0.3713 -2.0234  0.117
C -1.7284 0.6636 -2.1241  -0.449
N -2.3584 1.5491 -1.3397  0.197
H -4.0621 -0.4722 -4.2235  0.081
H -4.2658 0.9769 -3.2374  0.081
H -4.2070 -0.6305 -2.4556  0.067
H -1.3760 -0.7475 -4.8451  0.121
H -1.7243 -1.8820 -3.5041  0.131
H -1.8451 1.9750 -0.5547  -0.061
H -3.3275 1.3624 -1.1389  0.101
O -3.0880 -1.4945 -0.8554  -0.027
C -2.7113 -1.4305 0.3353  -0.639
O -1.7139 -0.8779 0.8320  -0.139
C -3.6316 -2.1165 1.3477  -0.103
C -3.8404 -1.5310 2.5948  0.004
C -4.7077 -2.1080 3.5071  0.000
C -5.3364 -3.2953 3.1674  -0.169
C -5.1276 -3.9129 1.9446  -0.012
C -4.2811 -3.3073 1.0337  -0.012
N -6.2604 -3.9173 4.1271  -0.358
O -6.4536 -3.3508 5.1910  0.047
O -6.7991 -4.9680 3.8089  0.039
H -3.3049 -0.6208 2.8346  0.124
H -4.8946 -1.6619 4.4732  0.113
H -5.6308 -4.8432 1.7245  0.108
H -4.1174 -3.7473 0.0589  0.114

[6]
Computed, not measured: a gas-phase ion, C22H31Cl2F7NO3SSi (charge +1) in a non-equilibrium geometry, with ωB97M-V/def2-TZVPD.

Output
E_LUMO in eV: -4.8
Net charge: +1
Spin multiplicity: 1
E_HOMO in eV: -12.04
E in eV: -93719.1034
SMILES string: C[Si](C)(CCCCCCCC[C@H]1O[C@@H](Cl)[N@H+](Cl)[C@@H]1S(=O)(=O)C(F)(F)C(F)(F)C(F)(F)F)c1ccccc1

Last column: Löwdin charge in e.
Cartesian coordinates (Å):
C -2.3694 4.7904 -0.9538  -0.168
Si -0.7697 3.8154 -1.2543  0.611
C 0.1329 4.7063 -2.6496  -0.172
C 0.1668 3.7295 0.3769  -0.225
C 1.6579 4.1721 0.3578  -0.219
C 2.4953 2.9860 0.8700  -0.230
C 2.7451 2.8964 2.3808  -0.178
C 1.7154 2.0403 3.1395  -0.194
C 1.2992 0.7440 2.4410  -0.240
C 0.3307 -0.0660 3.3054  -0.177
C 0.1699 -1.5380 2.9048  -0.105
C -0.5578 -1.7908 1.5527  -0.223
O -0.8590 -0.6723 0.6881  0.001
C -0.3077 -0.8393 -0.5223  -0.681
Cl 1.2215 0.0329 -0.9227  0.819
N 0.1011 -2.3276 -0.6860  -0.350
Cl -0.9688 -2.9846 -1.8899  0.998
C 0.1008 -2.9163 0.7086  -0.223
S -0.8308 -4.4486 1.0334  0.746
O -0.8521 -4.5343 2.4544  -0.210
O -2.1534 -4.4099 0.5127  -0.248
C 0.0989 -5.9649 0.4688  -0.479
F -0.6355 -7.0496 0.6194  0.196
F 1.1328 -6.0653 1.3218  0.141
C 0.7108 -5.9548 -0.9615  -0.353
F 1.4202 -4.8222 -1.2034  0.120
F 1.5913 -6.9565 -0.9766  0.186
C -0.3020 -6.2307 -2.1478  -0.556
F -1.5741 -6.0931 -1.7756  0.166
F -0.1334 -7.4912 -2.5539  0.193
F -0.0157 -5.4516 -3.1888  0.148
C -1.3022 2.0932 -1.8665  -0.248
C -0.8585 1.6332 -3.0811  -0.097
C -1.2651 0.4036 -3.5292  -0.070
C -2.0944 -0.3623 -2.7658  -0.192
C -2.5379 0.0923 -1.5557  -0.148
C -2.1405 1.3204 -1.1020  -0.103
H -3.0338 4.6711 -1.8103  0.036
H -2.1645 5.8354 -0.7326  0.036
H -2.8736 4.2974 -0.1168  0.027
H 0.1445 5.7728 -2.4273  0.042
H 1.1508 4.3347 -2.7773  0.029
H -0.4090 4.5359 -3.5805  0.035
H 0.0914 2.7326 0.8153  0.045
H -0.3585 4.3863 1.0778  0.082
H 2.0431 4.4249 -0.6309  0.084
H 1.8148 5.0573 0.9750  0.108
H 3.4814 3.0230 0.3967  0.110
H 2.0044 2.1042 0.4708  0.023
H 2.6772 3.9007 2.8076  0.111
H 3.7773 2.5908 2.5484  0.109
H 2.1823 1.7734 4.0946  0.113
H 0.8147 2.6057 3.3866  0.119
H 0.7316 1.0556 1.5632  0.038
H 2.1279 0.1426 2.0567  0.122
H -0.6342 0.4313 3.4044  0.128
H 0.7719 -0.0631 4.3070  0.120
H 1.1327 -2.0489 2.9650  0.125
H -0.4595 -2.0034 3.6625  0.124
H -1.5451 -2.1790 1.8148  0.149
H -0.9493 -0.5813 -1.3617  0.004
H 1.0673 -2.3251 -1.0285  0.110
H 1.1366 -3.1027 0.9952  0.156
H -0.2073 2.2229 -3.7094  0.106
H -0.9353 0.0594 -4.5012  0.123
H -2.4301 -1.3245 -3.1337  0.086
H -3.2203 -0.4853 -0.9426  0.138
H -2.4915 1.6695 -0.1386  0.125